78
Properties=species:S:1:pos:R:3:forces:R:3:mulliken_charge:R:1 method="wB97M-V/def2-TZVPD" charge=-2 largest_force_ha_per_bohr=0.0124 homo_energy_ha=-0.0409 homo_lumo_gap_ha=0.170
Pb -0.481942 1.398778 -1.718339 -0.215 0.598 0.035 1.061
C -1.255186 4.294028 -2.815555 0.000 -0.005 0.030 -0.535
C -0.576617 3.488878 -3.748084 -0.011 -0.067 0.017 -0.655
C -1.450730 2.434164 -4.128634 -0.161 0.227 -0.241 -0.845
C -2.673355 2.621196 -3.442223 0.032 0.062 -0.074 -0.459
C -2.544303 3.756464 -2.625692 0.023 -0.026 -0.043 -0.356
H -0.847259 5.166044 -2.319222 -0.011 -0.036 0.005 0.409
H 0.410892 3.668984 -4.153466 0.008 -0.067 0.075 0.429
H -1.272451 1.728982 -4.929659 0.071 -0.125 0.148 0.544
H -3.552172 1.995773 -3.532534 0.057 -0.024 0.053 0.394
H -3.299588 4.132450 -1.948809 0.026 -0.025 0.031 0.396
C 1.378184 2.959970 3.290318 0.053 -0.098 -0.004 -1.344
C 1.894568 1.726767 3.987046 0.001 0.009 -0.045 0.234
C 2.334771 1.808953 5.305403 0.003 -0.030 -0.019 -0.760
C 2.853531 0.702982 5.965534 0.000 0.013 -0.023 -0.664
C 2.941970 -0.507624 5.297597 0.009 -0.025 0.015 -0.776
C 2.493737 -0.606250 3.987022 -0.035 0.021 0.016 -0.654
C 1.961064 0.491681 3.314090 -0.076 0.029 0.046 1.010
P 1.300138 0.389494 1.584188 0.101 -0.038 0.097 0.606
C 1.088302 -1.427864 1.376653 -0.102 -0.024 -0.081 0.884
C 1.696672 -2.100719 0.316438 0.021 0.019 0.111 -1.069
C 1.392499 -3.424550 0.034809 0.010 0.021 -0.025 -0.728
C 0.479519 -4.105093 0.821850 0.029 -0.020 -0.009 -0.663
C -0.141261 -3.445857 1.871512 0.003 0.028 -0.039 -0.707
C 0.122934 -2.107936 2.144538 0.017 0.050 -0.014 1.212
C -0.666171 -1.418938 3.229317 0.022 -0.022 -0.048 -1.869
C 2.818180 0.795926 0.656846 -0.055 0.108 -0.097 0.610
C 3.999264 0.089730 0.901021 0.010 0.076 -0.075 -0.035
C 5.146838 0.294607 0.159307 0.035 -0.077 0.034 -0.868
C 5.103195 1.238022 -0.874513 -0.079 0.045 0.014 -0.595
C 3.963056 1.964172 -1.118004 0.032 -0.074 0.001 -0.922
C 2.768878 1.809823 -0.352298 -0.004 -0.064 -0.007 1.551
C 1.620943 2.615731 -0.653164 0.347 -0.134 0.123 -2.333
H 1.281083 3.795133 3.985783 0.021 -0.020 0.008 0.451
H 0.409216 2.768651 2.824674 0.007 0.019 -0.005 0.211
H 2.056575 3.254944 2.484784 -0.040 0.004 -0.010 0.266
H 2.265714 2.759073 5.825744 0.005 0.001 -0.030 0.347
H 3.185952 0.788108 6.993828 0.002 0.010 -0.011 0.365
H 3.353435 -1.378166 5.795977 -0.014 0.003 -0.014 0.394
H 2.543646 -1.562611 3.478712 -0.014 0.005 -0.010 0.399
H 2.395693 -1.574185 -0.316887 -0.006 0.038 -0.047 0.276
H 1.851064 -3.907804 -0.819712 -0.004 0.016 0.017 0.396
H 0.223504 -5.134415 0.597291 0.006 0.019 0.024 0.344
H -0.880506 -3.968669 2.469588 -0.033 0.033 -0.014 0.378
H -1.614312 -1.935322 3.390493 0.017 0.005 -0.010 0.523
H -0.885028 -0.385302 2.950168 -0.023 0.000 0.024 0.263
H -0.121532 -1.397417 4.176634 0.004 0.043 -0.001 0.282
H 4.007693 -0.662213 1.682815 -0.016 -0.003 0.024 0.303
H 6.045839 -0.278021 0.356070 -0.026 0.019 0.007 0.373
H 5.986179 1.409818 -1.482740 -0.030 0.000 -0.013 0.350
H 3.960210 2.701130 -1.914252 -0.024 -0.004 0.008 0.334
H 1.820373 3.428661 -1.351018 -0.076 -0.043 0.003 0.488
H 1.033437 2.946307 0.201545 -0.114 -0.125 -0.049 0.345
S 0.922614 -0.478309 -3.018570 0.054 -0.071 0.004 -0.605
C -0.362884 -1.584041 -3.475445 -0.023 -0.089 -0.069 0.606
C -0.223706 -2.252097 -4.694481 -0.019 0.032 0.016 -1.169
C -1.164089 -3.160425 -5.171426 -0.018 0.001 0.054 0.646
C -0.969823 -3.790712 -6.442231 0.003 0.018 -0.015 -0.054
N -0.802922 -4.285827 -7.469424 0.011 -0.004 0.032 -0.632
C -2.299890 -3.430691 -4.388031 0.122 0.035 -0.082 0.463
C -2.444745 -2.791440 -3.166222 -0.032 -0.052 -0.015 -0.951
C -1.512318 -1.864020 -2.674016 0.140 0.001 0.078 -0.147
S -1.805290 -1.131931 -1.129655 0.027 -0.318 -0.020 0.144
C -3.298699 -4.352405 -4.845921 -0.031 -0.026 0.043 -0.119
N -4.102404 -5.094881 -5.205981 0.016 0.026 0.024 -0.638
H 0.652553 -2.041397 -5.294225 -0.025 0.004 -0.009 0.465
H -3.312397 -3.012405 -2.557225 0.007 0.025 -0.003 0.474
I -5.714444 -2.337679 0.246586 0.113 0.114 0.003 0.030
C -4.793294 -0.518370 0.717948 -0.121 -0.181 -0.071 0.089
C -4.566988 -0.170570 2.033262 0.091 0.102 0.061 -0.169
C -3.951162 1.049015 2.291524 -0.009 -0.095 -0.024 -0.647
C -3.617160 1.856361 1.215764 -0.024 -0.051 -0.080 -0.217
N -3.851553 1.519862 -0.050149 -0.031 0.008 -0.008 -0.120
C -4.404929 0.339806 -0.306064 -0.118 0.235 0.187 -0.577
H -4.852198 -0.828155 2.843996 -0.002 -0.026 -0.030 0.368
H -3.738771 1.353010 3.308446 0.023 0.031 -0.022 0.400
H -3.142695 2.821919 1.364372 0.003 -0.037 0.023 0.345
H -4.569142 0.088911 -1.345623 0.041 -0.026 0.021 0.425